Record 1
Molecular formula: C11H13BClNSr
Method: DFT, the ωB97M-V functional and the def2-TZVPD basis

Computed properties:
* frontier orbital gap: 0.195 Eh
* molar mass: 293.1 g mol⁻¹
* multiplicity: 1
* energy relative to the best compared isomer or geometry (same formula, charge and spin): 398.9 kJ/mol
* charge: -2

Each line ends with the natural charge from an NBO analysis.
Element x y z (Å)
C1 1.23724 -2.19352 0.28293  -0.349
C2 1.69623 -1.81393 -1.03478  -0.415
C3 0.55868 -1.88976 -1.93502  -0.397
H1 2.67496 -1.44816 -1.27688  0.215
C4 -0.60505 -2.29120 -1.15866  -0.448
C5 -0.17418 -2.48460 0.20759  -0.405
H2 -0.81594 -2.67233 1.04953  0.218
H3 1.81476 -2.14508 1.18571  0.239
H4 0.55485 -1.60720 -2.96271  0.204
H5 -1.62139 -2.31316 -1.50642  0.202
Sr1 0.07492 -0.09786 -0.38003  1.726
Cl1 1.73731 0.69205 1.53618  -0.852
C6 -0.30133 2.29848 -0.68520  -0.388
C7 -1.32203 1.62913 -1.46236  -0.422
C8 -0.66381 0.91563 -2.53938  -0.420
H6 -2.35957 1.54360 -1.19288  0.204
C9 0.75897 1.15841 -2.43550  -0.410
C10 0.98680 2.02037 -1.29487  -0.373
H7 1.94247 2.28459 -0.88655  0.235
H8 -0.45090 2.77959 0.26472  0.235
H9 -1.14400 0.24319 -3.21909  0.199
H10 1.52449 0.70779 -3.02935  0.202
B1 -1.10822 0.87288 4.16866  -0.593
C11 -0.77458 0.58351 2.80964  0.300
N1 -0.53845 0.33830 1.68788  -0.662
H11 -0.76509 1.99809 4.50809  -0.009
H12 -0.59284 0.08713 4.95428  -0.009
H13 -2.32430 0.80408 4.34449  -0.027

Record 2
Molecular formula: C25H41O
Method: DFT, the ωB97M-V functional and the def2-TZVPD basis

Computed properties:
* frontier orbital gap: 0.238 Eh
* molar mass: 357.6 g mol⁻¹
* multiplicity: 1
* charge: +1

Each line ends with the natural charge from an NBO analysis.
Element x y z (Å)
C1 -0.70570 1.36386 2.02196  -0.257
O1 -1.90868 1.59533 1.27420  -0.470
C2 -2.85025 0.68031 1.26203  0.474
C3 -4.15783 0.96894 1.69672  -0.161
C4 -5.04421 -0.12242 1.92897  -0.085
C5 -6.38150 0.10816 2.19893  -0.244
C6 -6.88192 1.42312 2.24365  0.144
C7 -8.36099 1.64249 2.30941  -0.663
C8 -5.98106 2.50137 2.15624  -0.226
C9 -4.64036 2.29765 1.88249  -0.100
H1 -0.34322 2.34730 2.33066  0.232
H2 -0.93553 0.74244 2.89363  0.201
H3 0.02756 0.85650 1.38291  0.212
H4 -2.54041 -0.36026 1.09620  0.204
H5 -4.65044 -1.13842 1.85481  0.232
H6 -7.06483 -0.74076 2.33169  0.245
H7 -8.61920 2.70124 2.32751  0.237
H8 -8.89309 1.19693 1.46052  0.256
H9 -8.76795 1.17171 3.20709  0.252
H10 -6.36118 3.52319 2.26577  0.242
H11 -3.94353 3.12108 1.76703  0.244
C10 5.32212 -1.41286 0.30911  -0.389
C11 5.16725 -0.32115 -0.75833  -0.404
C12 4.52339 0.98599 -0.27768  -0.398
C13 4.48617 2.11628 -1.33241  -0.388
C14 3.59139 1.89701 -2.56847  -0.402
C15 2.06894 2.03828 -2.34586  -0.397
C16 1.32342 0.72985 -2.05299  -0.392
C17 -0.18120 0.92035 -1.84885  -0.441
C18 -1.02020 -0.31381 -1.49978  0.076
C19 -2.32885 -0.33146 -1.79367  -0.451
C20 -0.42075 -1.40588 -0.62767  -0.459
C21 0.16482 -2.61915 -1.35084  -0.392
C22 0.77907 -3.68200 -0.40714  -0.390
C23 1.78191 -3.13503 0.62354  -0.395
C24 3.01545 -2.48858 -0.01008  -0.408
C25 4.02672 -1.90165 0.97867  -0.393
H12 5.81187 -2.27148 -0.16626  0.206
H13 6.00578 -1.06088 1.09094  0.205
H14 6.16470 -0.08156 -1.15693  0.210
H15 4.58994 -0.70651 -1.61034  0.193
H16 3.50389 0.78994 0.09737  0.178
H17 5.09060 1.35516 0.59630  0.205
H18 4.17089 3.04132 -0.82426  0.199
H19 5.51782 2.28300 -1.68135  0.207
H20 3.88701 2.66900 -3.29404  0.216
H21 3.81180 0.92698 -3.03631  0.202
H22 1.87002 2.75457 -1.53437  0.191
H23 1.62619 2.47294 -3.25706  0.206
H24 1.50147 0.02878 -2.88472  0.206
H25 1.75666 0.24507 -1.16539  0.190
H26 -0.34801 1.67318 -1.05624  0.200
H27 -0.61789 1.35563 -2.75962  0.223
H28 -2.94659 -1.21144 -1.58819  0.199
H29 -2.81287 0.51825 -2.27802  0.206
H30 0.35885 -0.94131 -0.01574  0.206
H31 -1.18787 -1.75261 0.08031  0.188
H32 -0.62544 -3.09134 -1.95364  0.214
H33 0.92051 -2.27468 -2.07308  0.208
H34 -0.04113 -4.18504 0.12776  0.200
H35 1.26616 -4.44539 -1.03398  0.215
H36 1.28043 -2.41175 1.28048  0.180
H37 2.10822 -3.96577 1.26320  0.213
H38 3.52410 -3.22918 -0.65297  0.204
H39 2.68350 -1.69198 -0.70015  0.190
H40 4.28222 -2.66891 1.72380  0.208
H41 3.55188 -1.07995 1.53261  0.187

Record 3
Molecular formula: C41H61BiN4O6PS2Te2
Method: DFT, the ωB97M-V functional and the def2-TZVPD basis

Computed properties:
* frontier orbital gap: 0.225 Eh
* molar mass: 1265.2 g mol⁻¹
* multiplicity: 1
* energy relative to the best compared isomer or geometry (same formula, charge and spin): 0.2 kJ/mol
* charge: -1

Each line ends with the Löwdin charge.
Element x y z (Å)
Bi1 -0.44841 0.79538 -1.66481  0.944
Te1 -1.71546 3.15563 -1.55702  -0.049
C1 -0.80338 6.84155 -6.70621  -0.062
C2 -0.43120 5.46330 -6.22712  -0.282
C3 0.67671 5.27971 -5.40274  -0.044
C4 1.01952 4.02211 -4.93788  -0.052
C5 0.25461 2.92390 -5.30451  -0.279
C6 -0.85466 3.08533 -6.11528  -0.050
C7 -1.18906 4.35179 -6.57571  -0.044
S1 0.67968 1.31201 -4.69475  0.390
O1 1.59863 0.72668 -5.65288  -0.312
O2 1.30882 1.57032 -3.38053  -0.529
O3 -0.58083 0.59265 -4.53252  -0.434
H1 -0.01732 7.26816 -7.33360  0.075
H2 -0.95435 7.52009 -5.86420  0.078
H3 -1.72408 6.81986 -7.28942  0.068
H4 1.26513 6.13992 -5.10144  0.111
H5 1.85600 3.88537 -4.26563  0.115
H6 -1.46662 2.22611 -6.35681  0.113
H7 -2.06762 4.48045 -7.19869  0.105
O4 -1.36689 -0.33555 0.33480  -0.585
O5 -1.72242 -1.71292 0.04514  -0.682
C8 0.38711 -3.17397 -5.30667  -0.064
N1 1.73650 -2.62883 -5.42493  -0.116
C9 2.03840 -2.09355 -6.75386  -0.079
C10 2.18349 -2.02594 -4.26009  -0.518
O6 1.43773 -1.94562 -3.28554  -0.137
N2 3.48221 -1.60724 -4.15699  -0.116
C11 3.78556 -0.68865 -3.06335  -0.030
C12 4.46970 -1.68433 -5.21076  -0.071
H8 0.19575 -3.79909 -6.17911  0.082
H9 -0.36430 -2.38032 -5.25036  0.095
H10 0.30130 -3.78492 -4.41234  0.070
H11 1.11486 -2.08124 -7.33119  0.086
H12 2.76370 -2.70637 -7.29439  0.074
H13 2.37659 -1.06325 -6.69962  0.054
H14 3.24872 -0.98712 -2.16740  0.075
H15 3.49696 0.33647 -3.30362  0.081
H16 4.85725 -0.73348 -2.86745  0.081
H17 4.36142 -2.61061 -5.76900  0.078
H18 5.45687 -1.69382 -4.74701  0.080
H19 4.42944 -0.83727 -5.90201  0.090
C13 -0.37277 -2.15400 3.13865  0.013
C14 0.86654 -1.57331 2.54307  -0.265
C15 2.13807 -1.99486 2.86112  0.018
C16 3.20384 -1.36288 2.22463  -0.329
N3 3.03186 -0.35999 1.37317  0.113
C17 1.77943 0.04552 1.11729  -0.777
S2 1.51320 1.43966 0.13126  0.537
N4 0.71226 -0.57011 1.67484  0.090
C18 4.61188 -1.81992 2.46472  -0.027
H20 -0.16398 -3.12075 3.59410  0.089
H21 -1.13800 -2.26792 2.36803  0.076
H22 -0.76183 -1.47430 3.89779  0.054
H23 2.29313 -2.81541 3.54796  0.122
H24 -0.35444 -0.37157 1.15167  0.030
H25 4.69506 -2.89760 2.30889  0.075
H26 4.90339 -1.61303 3.49627  0.082
H27 5.28810 -1.29975 1.79171  0.079
C19 -3.28876 2.21950 5.70867  -0.092
C20 -2.49314 1.21277 4.87679  -0.695
C21 -3.45697 0.08211 4.48473  -0.112
C22 -1.37085 0.61961 5.73341  -0.110
P1 -1.74515 1.80562 3.23641  1.174
C23 -3.24166 2.56423 2.48468  -0.365
C24 -3.83157 3.77593 2.84518  -0.111
C25 -5.02903 4.18343 2.27512  -0.090
C26 -5.67480 3.36857 1.35380  -0.096
C27 -5.10200 2.16214 0.98419  -0.087
C28 -3.88144 1.77950 1.52193  -0.128
C29 -0.51917 3.19227 3.58734  -0.696
C30 -0.73737 4.12140 4.78249  -0.099
C31 -0.42660 4.02144 2.30136  -0.120
C32 0.83823 2.48818 3.76705  -0.119
H28 -3.74268 1.70239 6.56272  0.082
H29 -4.09656 2.66180 5.12453  0.068
H30 -2.66922 3.02265 6.10376  0.056
H31 -3.76225 -0.46542 5.38321  0.081
H32 -3.00067 -0.61844 3.78313  0.063
H33 -4.35499 0.47966 4.00968  0.076
H34 -1.79979 0.05980 6.57158  0.082
H35 -0.72602 1.39461 6.15018  0.062
H36 -0.74129 -0.06165 5.15351  0.048
H37 -3.36248 4.41114 3.58409  0.086
H38 -5.46476 5.13359 2.56092  0.096
H39 -6.61138 3.68519 0.91135  0.095
H40 -5.57736 1.53588 0.23990  0.104
H41 -3.39721 0.86794 1.18614  0.083
H42 -1.70425 4.62241 4.76734  0.059
H43 0.03553 4.89767 4.76720  0.082
H44 -0.64494 3.59265 5.73300  0.061
H45 -1.31614 4.63014 2.13400  0.070
H46 -0.29764 3.38939 1.42051  0.005
H47 0.43785 4.69032 2.37353  0.088
H48 0.85231 1.82309 4.63250  0.059
H49 1.61889 3.24255 3.91304  0.086
H50 1.08840 1.90380 2.88000  0.025
C33 1.41498 -7.17605 3.16543  -0.058
C34 0.98448 -6.13160 2.16971  -0.277
C35 1.91320 -5.45207 1.39189  -0.029
C36 1.53028 -4.46887 0.48518  -0.316
C37 2.58937 -3.76595 -0.32446  -0.088
C38 0.16540 -4.16046 0.34603  -0.412
Te2 -0.33346 -2.64228 -1.05988  1.482
C39 -0.78920 -4.86869 1.08483  -0.313
C40 -2.27571 -4.67043 0.92633  -0.066
C41 -0.35787 -5.82995 1.99588  -0.033
H51 2.50053 -7.27142 3.19207  0.069
H52 0.99821 -8.15389 2.91504  0.078
H53 1.07426 -6.92661 4.17245  0.076
H54 2.96850 -5.68451 1.49975  0.110
H55 3.58455 -4.11300 -0.04266  0.076
H56 2.54265 -2.68239 -0.19181  0.046
H57 2.46894 -3.94371 -1.39712  0.076
H58 -2.53253 -3.80775 0.31853  0.030
H59 -2.75512 -4.53796 1.89862  0.085
H60 -2.71270 -5.56056 0.46665  0.086
H61 -1.10361 -6.36218 2.58089  0.121

Record 4
Molecular formula: C2HCl3OS
Method: DFT, the ωB97M-V functional and the def2-TZVPD basis

Computed properties:
* frontier orbital gap: 0.331 Eh
* molar mass: 179.5 g mol⁻¹
* multiplicity: 1
* SMILES: O=CC(Cl)(Cl)SCl
* energy relative to the best compared isomer or geometry (same formula, charge and spin): 0.0 kJ/mol

Each line ends with the natural charge from an NBO analysis.
Element x y z (Å)
C1 1.31682 0.28384 -0.20982  0.382
C2 -0.16516 0.16573 0.11643  -0.339
O1 1.81930 1.22904 -0.72469  -0.442
S1 -0.80619 -1.34166 -0.71566  0.308
Cl1 -1.06750 1.60348 -0.37615  0.047
Cl2 -0.26124 -0.02260 1.89637  0.018
Cl3 -2.70931 -1.30553 -0.09732  -0.112
H1 1.87329 -0.61229 0.11082  0.139